1.
# C18H14CsIN4O2

A structure of composition C18H14CsIN4O2 in a non-equilibrium geometry (wB97M-V/def2-TZVPD, the Open Molecules 2025 dataset).

CARTESIAN COORDINATES (ANGSTROEM)
Cs (-1.530, 0.163, 0.280)
O (2.349, -1.839, -3.630)
C (1.857, -2.989, -3.119)
C (2.324, -4.219, -3.579)
C (1.833, -5.408, -3.069)
C (0.861, -5.386, -2.083)
C (0.395, -4.171, -1.624)
C (0.871, -2.961, -2.120)
C (0.283, -1.718, -1.541)
O (-0.597, -1.815, -0.655)
N (0.776, -0.586, -2.046)
N (0.260, 0.544, -1.558)
C (0.723, 1.653, -2.025)
C (0.253, 2.935, -1.581)
C (0.823, 4.092, -2.145)
C (0.399, 5.333, -1.726)
C (-0.591, 5.411, -0.752)
C (-1.105, 4.221, -0.263)
N (-0.710, 3.022, -0.648)
H (3.014, -2.040, -4.303)
H (3.086, -4.236, -4.352)
H (2.216, -6.346, -3.448)
H (0.470, -6.308, -1.678)
H (-0.364, -4.115, -0.856)
H (1.505, 1.663, -2.788)
H (1.587, 3.988, -2.902)
H (0.827, 6.231, -2.149)
H (-0.953, 6.359, -0.385)
H (-1.886, 4.243, 0.489)
I (-1.315, 3.424, 3.520)
C (-1.568, 1.527, 4.414)
C (-1.579, 1.417, 5.792)
C (-1.754, 0.150, 6.328)
C (-1.905, -0.929, 5.466)
C (-1.878, -0.694, 4.103)
N (-1.716, 0.517, 3.583)
H (-1.456, 2.286, 6.418)
H (-1.772, 0.012, 7.398)
H (-2.043, -1.929, 5.845)
H (-1.992, -1.501, 3.391)

Values from the calculation:
- net charge = 0
- multiplicity = 1
- lowest unoccupied orbital energy (eV) = 0.12
- electronic energy (eV) = -37595.96559

---

2.
# C18H14N5O2S2SeV

A structure of composition C18H14N5O2S2SeV in a non-equilibrium geometry (wB97M-V/def2-TZVPD, the Open Molecules 2025 dataset).

CARTESIAN COORDINATES (ANGSTROEM)
V (1.216, 1.305, -0.162)
S (-0.239, -3.351, 1.780)
C (0.172, -1.919, 2.679)
C (0.212, -2.018, 4.093)
C (0.509, -0.972, 4.935)
C (0.798, 0.289, 4.408)
C (0.770, 0.426, 3.040)
C (0.473, -0.637, 2.174)
N (0.497, -0.255, 0.816)
C (0.446, -0.872, -0.378)
C (0.330, -2.122, -2.198)
C (0.179, -3.186, -3.073)
C (0.304, -2.920, -4.429)
C (0.572, -1.632, -4.898)
C (0.722, -0.575, -4.014)
C (0.604, -0.812, -2.650)
H (-0.014, -2.994, 4.503)
H (0.517, -1.131, 6.007)
H (1.042, 1.130, 5.042)
H (1.004, 1.396, 2.603)
H (-0.030, -4.184, -2.711)
H (0.190, -3.730, -5.138)
H (0.662, -1.461, -5.963)
H (0.927, 0.425, -4.375)
Se (5.834, 0.318, 0.701)
C (4.160, 0.710, 0.384)
N (3.033, 0.980, 0.176)
N (-1.753, 2.331, 0.876)
C (-1.679, 3.588, 0.140)
C (-0.355, 3.853, -0.550)
O (-0.217, 4.766, -1.312)
O (0.637, 2.999, -0.270)
H (-2.230, 0.822, -0.223)
H (-2.529, 2.333, 1.528)
H (-0.925, 2.178, 1.444)
H (-1.873, 4.461, 0.771)
H (-2.425, 3.595, -0.656)
N (0.237, -2.126, -0.810)
C (0.699, 0.030, -1.480)
H (0.088, -2.887, -0.122)
S (-2.902, -0.190, -0.892)
C (-4.341, 0.714, -0.895)
N (-5.320, 1.323, -0.900)

Values from the calculation:
- net charge = -1
- multiplicity = 2
- lowest unoccupied orbital energy (spin up / spin down) (eV) = 1.54 / 1.18
- energy relative to the best compared isomer or geometry (same formula, charge and spin) (kcal/mol) = 13.49
- electronic energy (eV) = -143145.28320

---

3.
# C18H15BCoIN4O3S

A structure of composition C18H15BCoIN4O3S in a non-equilibrium geometry (wB97M-V/def2-TZVPD, the Open Molecules 2025 dataset).

CARTESIAN COORDINATES (ANGSTROEM)
Co (-0.037, 0.073, 0.121)
N (3.694, 0.070, 1.310)
C (4.061, 0.191, -0.033)
C (5.306, 0.319, -0.638)
C (5.304, 0.422, -2.012)
C (4.112, 0.393, -2.759)
C (2.881, 0.262, -2.153)
C (2.875, 0.169, -0.764)
N (1.823, 0.001, 0.143)
C (2.363, -0.016, 1.353)
C (1.419, -0.036, 2.450)
C (1.507, -0.081, 3.800)
S (-0.055, 0.058, 4.480)
C (-0.747, 0.158, 2.944)
N (0.126, 0.074, 1.972)
H (4.319, 0.083, 2.100)
H (6.225, 0.343, -0.068)
H (6.246, 0.525, -2.534)
H (4.168, 0.475, -3.836)
H (1.968, 0.244, -2.733)
H (2.383, -0.167, 4.422)
H (-1.809, 0.269, 2.786)
N (-3.918, -1.166, -0.470)
C (-2.618, -1.253, -0.653)
O (-1.856, -0.321, -0.316)
C (-2.066, -2.485, -1.315)
I (-0.196, -3.002, -0.464)
H (-4.316, -0.320, -0.088)
H (-4.544, -1.900, -0.762)
H (-1.875, -2.263, -2.364)
H (-2.731, -3.340, -1.240)
O (0.287, 2.724, 1.191)
B (0.047, 1.986, 0.067)
O (-0.102, 2.662, -1.096)
C (0.055, 4.011, -0.681)
C (-0.005, 5.140, -1.456)
C (0.183, 6.344, -0.776)
C (0.412, 6.383, 0.596)
C (0.468, 5.220, 1.365)
C (0.284, 4.046, 0.679)
H (-0.187, 5.099, -2.520)
H (0.147, 7.270, -1.332)
H (0.550, 7.339, 1.081)
H (0.642, 5.243, 2.431)

Values from the calculation:
- net charge = +2
- multiplicity = 1
- lowest unoccupied orbital energy (spin up / spin down) (eV) = -6.94 / -6.95
- energy relative to the best compared isomer or geometry (same formula, charge and spin) (kcal/mol) = 0.00
- electronic energy (eV) = -88240.27392

---

4.
# C18H15Cl2N2O8

A cluster of 2 separate species, C18H15Cl2N2O8 in total in a non-equilibrium geometry (wB97M-V/def2-TZVPD, the Open Molecules 2025 dataset).

CARTESIAN COORDINATES (ANGSTROEM)
N (-3.318, -2.156, 3.449)
C (-2.326, -1.550, 3.401)
C (-1.136, -0.827, 3.372)
C (-1.137, 0.541, 3.410)
C (-2.320, 1.274, 3.486)
N (-3.290, 1.908, 3.581)
C (0.127, 1.283, 3.419)
O (0.144, 2.495, 3.539)
C (1.360, 0.542, 3.304)
Cl (2.834, 1.419, 3.232)
C (1.362, -0.815, 3.271)
Cl (2.842, -1.682, 3.170)
C (0.131, -1.564, 3.341)
O (0.156, -2.782, 3.388)
C (0.958, 1.332, -3.289)
C (0.018, 0.402, -2.547)
O (-0.905, 1.131, -1.783)
C (-1.758, 0.309, -1.098)
C (-2.776, 0.974, -0.297)
C (-3.965, 0.282, 0.168)
O (-4.266, -0.830, -0.245)
O (-4.745, 0.939, 1.081)
C (-5.911, 0.220, 1.398)
C (-6.969, 1.130, 1.991)
C (-2.582, 2.377, 0.043)
O (-1.462, 2.871, 0.046)
O (-3.680, 3.116, 0.386)
C (-3.288, 4.340, 0.954)
C (-4.453, 4.985, 1.666)
O (-1.666, -0.909, -1.163)
H (1.756, 0.803, -3.813)
H (0.405, 1.925, -4.016)
H (1.414, 2.038, -2.595)
H (-0.561, -0.230, -3.234)
H (0.557, -0.264, -1.861)
H (-6.258, -0.260, 0.473)
H (-5.615, -0.584, 2.084)
H (-7.822, 0.579, 2.390)
H (-6.539, 1.727, 2.796)
H (-7.340, 1.826, 1.238)
H (-2.458, 4.114, 1.639)
H (-2.878, 4.965, 0.149)
H (-4.180, 5.907, 2.179)
H (-5.248, 5.205, 0.954)
H (-4.860, 4.289, 2.399)

Values from the calculation:
- net charge = -1
- multiplicity = 1
- lowest unoccupied orbital energy (eV) = -0.76
- electronic energy (eV) = -63314.00411

---

5.
# C18H15Cl3N4OS

The molecule C18H15Cl3N4OS in a non-equilibrium geometry (wB97M-V/def2-TZVPD, the Open Molecules 2025 dataset).

CARTESIAN COORDINATES (ANGSTROEM)
C (-1.581, 1.504, -3.992)
C (-1.470, -0.008, -4.152)
N (-1.261, -0.649, -2.880)
C (-0.091, -0.811, -2.199)
C (1.223, -0.393, -2.693)
C (1.860, -1.084, -3.717)
C (3.107, -0.680, -4.161)
C (3.725, 0.416, -3.584)
C (3.100, 1.119, -2.568)
C (1.851, 0.715, -2.127)
Cl (1.046, 1.611, -0.885)
N (-0.298, -1.351, -1.038)
N (-1.638, -1.528, -0.934)
C (-2.245, -2.013, 0.269)
C (-1.914, -1.155, 1.507)
O (-2.765, -0.825, 2.295)
N (-0.587, -0.886, 1.599)
C (0.080, -0.112, 2.538)
C (-0.570, 0.545, 3.579)
C (0.159, 1.311, 4.474)
Cl (-0.668, 2.115, 5.754)
C (1.534, 1.444, 4.359)
C (2.187, 0.788, 3.330)
C (1.472, 0.018, 2.432)
Cl (2.322, -0.807, 1.162)
C (-2.274, -1.096, -2.057)
S (-3.878, -1.130, -2.387)
H (-0.671, 1.912, -3.556)
H (-2.421, 1.748, -3.347)
H (-1.742, 1.964, -4.962)
H (-2.402, -0.411, -4.559)
H (-0.638, -0.267, -4.812)
H (1.378, -1.947, -4.151)
H (3.596, -1.225, -4.954)
H (4.700, 0.730, -3.925)
H (3.573, 1.977, -2.118)
H (-3.328, -2.008, 0.115)
H (-1.912, -3.038, 0.469)
H (-0.001, -1.208, 0.825)
H (-1.639, 0.450, 3.677)
H (2.085, 2.046, 5.062)
H (3.257, 0.874, 3.225)

Values from the calculation:
- net charge = 0
- multiplicity = 1
- lowest unoccupied orbital energy (eV) = 0.36
- SMILES = CCn1c(-c2ccccc2Cl)nn(CC(=O)Nc2cc(Cl)ccc2Cl)c1=S
- electronic energy (eV) = -75321.45587